# 1
This record from OMol25 describes 10 unconnected molecules or ions with the total composition H20O10 at a distorted geometry. The level of theory is ωB97M-V with the def2-TZVPD basis set.

Each line ends with the natural charge from an NBO analysis.
Cartesian coordinates (Å):
H (-0.875, -1.234, 2.446)  0.454
O (-2.167, -1.645, -1.862)  -0.901
H (5.240, -0.904, -1.347)  0.466
O (0.446, 0.542, 0.212)  -0.921
H (1.337, 0.216, 0.383)  0.467
H (-4.220, 2.330, -2.043)  0.469
O (1.690, 3.834, -0.092)  -0.934
H (1.364, -1.708, 2.937)  0.468
O (-4.103, 2.293, -1.087)  -0.933
H (-0.517, 3.012, 2.186)  0.456
H (-2.292, -2.951, -0.336)  0.464
O (-1.757, -1.298, 2.062)  -0.915
O (-0.187, -0.855, -2.040)  -0.920
H (-2.261, -1.796, 2.716)  0.462
O (-0.630, 2.164, 1.743)  -0.908
H (-3.874, 1.372, -0.914)  0.465
H (2.169, 4.094, 0.702)  0.474
O (6.154, -0.692, -1.567)  -0.932
O (-1.474, -2.950, 0.174)  -0.929
H (-2.420, -0.852, -1.376)  0.457
H (0.785, 3.703, 0.212)  0.458
H (-0.566, 2.379, 0.805)  0.453
H (1.976, -0.820, 1.867)  0.453
H (-0.430, -0.238, -1.340)  0.465
O (2.168, -1.585, 2.421)  -0.919
H (6.176, 0.272, -1.574)  0.467
H (0.733, -0.643, -2.231)  0.446
H (0.544, 1.091, -0.574)  0.463
H (-0.984, -3.707, -0.167)  0.457
H (-3.006, -2.080, -2.053)  0.451

Its LUMO energy is -0.007 hartree. The calculation puts the energy relative to the best compared isomer or geometry (same formula, charge and spin) at 5.788 eV. Its total charge is 0. The orbital gap comes out at 9.74 eV.

=====

# 2
This record from OMol25 describes a molecular structure, C22H57BFN13O27Ta at a distorted geometry. The level of theory is ωB97M-V with the def2-TZVPD basis set.

Each line ends with the Löwdin charge.
Cartesian coordinates (Å):
H (-0.601, -4.657, -4.224)  0.105
H (2.166, -1.678, -0.417)  0.101
H (-4.277, -11.079, -0.221)  0.105
N (-3.112, 0.835, -3.904)  -0.436
O (7.279, 6.005, 2.713)  0.088
C (5.024, 2.830, 5.060)  -0.304
H (9.956, 8.000, 3.596)  0.104
O (-3.616, 0.122, -3.060)  0.053
O (-6.018, 1.955, 4.070)  0.041
H (-3.631, -1.270, 0.037)  0.111
H (-4.298, -8.363, -5.725)  0.105
F (2.440, 1.640, -0.544)  -0.088
H (0.050, -3.367, 2.244)  0.108
C (-1.683, 0.604, -4.252)  0.048
N (-10.584, -9.216, -1.292)  -0.457
H (7.296, 6.765, 0.185)  0.073
H (-9.017, 0.094, 3.172)  0.102
O (-2.286, -2.730, -4.592)  0.059
Ta (4.344, 3.781, 2.080)  1.862
H (4.562, 7.161, -0.796)  0.090
C (3.134, 3.897, 0.146)  -0.273
N (3.751, 1.826, 2.557)  -0.184
C (6.166, 2.849, 0.981)  -0.315
H (6.940, 2.308, 1.556)  0.025
O (0.133, -2.061, -1.982)  0.022
H (-1.305, -0.219, -3.654)  0.070
H (5.227, 8.661, -0.088)  0.106
O (-1.099, -0.049, 1.082)  0.068
H (-8.609, -8.549, -1.451)  0.103
C (2.040, 6.003, 2.689)  -0.227
H (1.232, 2.025, 1.834)  0.064
H (1.362, 6.474, 3.424)  0.054
H (-5.645, 1.476, 1.752)  0.058
H (-1.993, -1.982, 0.017)  0.058
H (1.392, 3.295, -0.917)  0.120
O (-1.984, -9.715, -4.374)  0.058
H (-4.871, -12.622, -0.903)  0.095
H (-1.246, -4.083, -2.654)  0.076
C (2.204, -1.217, -1.400)  0.060
O (-11.081, -9.906, -0.426)  0.063
O (-7.452, 0.766, 0.705)  0.051
O (-2.637, 1.131, 0.131)  0.046
C (-3.935, -8.513, -4.712)  0.046
N (-2.538, -3.873, -4.281)  -0.440
H (-9.901, -0.597, 1.774)  0.098
H (4.535, 1.244, 2.847)  -0.012
H (-9.534, 1.153, 1.827)  0.094
C (-4.506, -11.627, -1.130)  0.056
C (-2.601, -1.140, -0.287)  0.046
H (1.899, 3.946, 3.525)  0.023
H (-3.644, -11.670, -1.790)  0.102
N (1.308, -1.998, -2.297)  -0.434
H (-4.359, -9.409, -4.278)  0.064
N (-4.943, 2.250, 3.575)  -0.448
O (11.579, 6.732, 2.027)  0.063
C (0.970, 2.765, 1.076)  -0.060
C (-9.159, -9.466, -1.640)  0.031
H (0.036, 2.403, 0.616)  0.054
C (-9.195, 0.160, 2.103)  0.047
N (-1.382, -4.726, 1.553)  -0.448
H (1.832, -0.196, -1.366)  0.083
C (1.983, 2.898, -0.072)  -0.456
C (-0.033, -4.102, 1.448)  0.052
O (-7.385, -1.183, 1.625)  0.069
C (6.330, 2.872, -0.349)  -0.149
C (5.573, 3.777, 4.076)  -0.344
C (2.642, 4.729, 3.326)  -0.376
N (-2.068, 0.083, 0.365)  -0.427
H (-4.542, 2.875, 1.620)  0.110
O (11.492, 8.680, 1.107)  0.051
C (4.961, 8.147, -1.007)  0.043
H (5.811, 8.082, -1.682)  0.102
H (-1.640, 0.364, -5.310)  0.102
O (1.794, -2.517, -3.277)  0.078
H (1.429, 5.797, 1.800)  0.033
C (4.682, 1.961, 5.824)  0.031
N (-5.577, -10.880, -1.843)  -0.436
H (-3.900, 1.264, 2.056)  0.079
H (2.785, 6.760, 2.421)  0.043
H (7.766, 5.184, 2.843)  0.096
H (3.210, -1.247, -1.803)  0.101
H (-1.144, 1.522, -4.034)  0.102
H (0.717, -4.878, 1.555)  0.094
O (-2.332, -3.981, 1.452)  0.059
O (-5.323, -9.740, -2.171)  0.052
O (2.841, 8.436, -1.892)  0.072
B (6.403, 5.843, 1.619)  -0.958
C (-4.743, 1.939, 2.133)  0.050
H (9.055, 7.306, 2.210)  0.072
H (-2.545, -0.986, -1.360)  0.067
H (3.750, 3.852, -0.767)  0.042
O (-11.150, -8.334, -1.901)  0.062
H (-8.787, -10.274, -1.022)  0.079
N (11.054, 7.805, 1.828)  -0.455
C (-1.468, -4.622, -3.571)  0.046
O (-1.829, -7.749, -5.249)  0.059
O (4.214, 10.097, -1.992)  0.047
O (-1.438, -5.925, 1.730)  0.066
H (6.265, 3.785, -0.950)  0.036
H (-1.830, -5.621, -3.357)  0.079
H (6.571, 3.396, 3.809)  0.034
H (-9.121, -9.736, -2.691)  0.100
O (7.041, 5.848, 0.339)  0.077
H (9.420, 9.057, 2.258)  0.094
N (-2.458, -8.675, -4.784)  -0.448
H (-4.141, -7.647, -4.090)  0.101
N (-7.902, -0.107, 1.419)  -0.446
N (3.914, 8.958, -1.688)  -0.453
H (3.064, 5.010, 4.304)  0.032
H (3.331, 1.312, 1.783)  -0.030
H (5.623, 4.781, 4.507)  0.047
O (-3.584, -4.450, -4.499)  0.062
H (2.666, 4.897, 0.113)  0.046
C (9.767, 8.065, 2.529)  0.049
O (-3.678, 1.730, -4.492)  0.068
O (-4.025, 2.776, 4.160)  0.076
H (0.033, -3.629, 0.471)  0.081
H (4.720, 1.226, 6.595)  -0.004
O (-6.626, -11.454, -2.050)  0.066
O (5.033, 5.747, 1.726)  -0.162
H (6.487, 1.946, -0.923)  0.039
H (0.732, 3.753, 1.474)  0.064

Its LUMO energy is 0.017 hartree. Its total charge is -1. The orbital gap comes out at 5.27 eV.

=====

# 3
This record from OMol25 describes a single C2H4N4O molecule at a distorted geometry. The level of theory is ωB97M-V with the def2-TZVPD basis set.

Each line ends with the natural charge from an NBO analysis.
Cartesian coordinates (Å):
H (2.486, -0.484, 0.218)  0.218
N (0.678, -1.692, 0.072)  -0.190
N (-1.989, 0.548, 0.095)  -0.613
C (1.461, -0.484, 0.039)  -0.233
H (-2.149, 0.155, 1.129)  0.374
H (-2.619, 0.211, -0.571)  0.374
O (0.760, 1.886, 0.057)  -0.667
C (0.587, 0.517, -0.010)  0.406
H (1.724, 2.167, -0.411)  0.499
N (-0.703, -0.011, -0.234)  -0.091
N (-0.530, -1.322, -0.075)  -0.076

Its LUMO energy is 0.012 hartree. The calculation puts the energy relative to the best compared isomer or geometry (same formula, charge and spin) at 3.776 eV. Its total charge is 0. The orbital gap comes out at 9.85 eV.

=====

# 4
This record from OMol25 describes a molecular structure, C42H58As3I2N4O2SbW at a distorted geometry. The level of theory is ωB97M-V with the def2-TZVPD basis set.

Each line ends with the Löwdin charge.
Cartesian coordinates (Å):
C (-3.507, -1.882, 1.827)  -0.308
H (4.655, 2.531, 2.274)  0.126
C (-0.714, -2.973, -0.213)  -0.429
H (1.062, 4.087, -3.046)  0.048
C (1.343, 2.423, 1.656)  -0.142
N (1.129, -1.976, 0.838)  -0.089
H (-3.629, 3.170, 4.167)  0.123
H (4.002, -0.457, -5.877)  0.093
H (5.301, 0.522, -0.069)  0.065
C (6.943, 0.936, -4.630)  -0.329
C (-1.184, -5.324, -0.005)  -0.196
C (-1.295, -0.775, -3.595)  -0.044
H (3.904, 2.365, -1.068)  -0.010
H (-1.843, 1.485, 4.699)  0.101
H (-0.319, -0.491, -3.992)  0.056
H (-0.695, -3.253, 3.999)  0.104
H (-2.845, 1.307, -4.346)  0.106
C (-3.024, 2.732, 3.386)  -0.027
H (2.753, -1.233, 1.872)  0.071
H (5.896, 3.376, -1.792)  0.005
H (2.588, 3.894, 2.598)  0.126
C (2.379, -1.027, -3.826)  -0.286
C (-1.857, 0.349, -2.727)  -0.621
H (2.750, 3.615, -0.614)  0.031
C (-3.677, -3.126, 2.439)  -0.001
H (3.139, -1.788, -4.029)  0.085
C (3.424, -2.169, -1.324)  -0.236
C (-2.385, 2.508, 1.079)  -0.298
H (3.372, 3.548, -2.272)  0.033
H (1.554, -1.216, -4.519)  0.075
H (-4.637, -3.620, 2.369)  0.129
H (4.722, -0.837, 0.899)  0.065
C (6.381, 2.544, -2.298)  -0.337
C (1.269, 1.199, 0.975)  -0.528
H (7.750, 1.569, -4.996)  0.026
H (-2.741, -4.660, 3.615)  0.123
C (-2.078, 1.570, -3.619)  -0.025
H (7.331, 0.320, -3.819)  0.028
H (-2.155, 4.050, -0.366)  0.100
H (-4.407, -0.188, 0.874)  0.069
H (-1.172, 1.845, -4.159)  0.075
C (-1.368, -1.741, 2.637)  -0.488
H (0.155, -3.385, -2.998)  0.025
C (2.998, 0.346, -4.134)  -0.695
H (4.134, -1.357, -1.208)  0.001
Sb (0.159, -0.270, 3.110)  1.636
I (-3.125, -3.846, -1.828)  1.070
As (1.680, -1.518, -1.985)  1.213
C (1.176, -3.334, -2.621)  -0.216
N (-1.503, 1.531, 1.345)  0.025
H (1.953, -5.347, 2.693)  0.078
H (0.435, 2.981, 1.849)  0.100
H (6.477, 1.701, -1.612)  0.009
H (-3.523, 2.991, -0.667)  0.096
C (-1.486, -2.934, 3.332)  -0.105
H (-3.718, 0.784, -1.706)  0.081
H (3.827, -2.892, -2.033)  0.052
H (4.912, -0.394, -3.491)  0.076
H (3.291, -2.662, -0.365)  0.014
As (5.462, 2.053, -3.976)  1.147
H (5.621, 0.487, 1.658)  0.094
C (3.621, 1.011, 1.162)  -0.354
C (0.389, -3.129, 0.645)  -0.213
H (-3.818, -0.559, -2.856)  0.093
C (-3.172, 3.101, 2.067)  -0.005
H (2.483, 2.430, -4.195)  0.070
H (3.242, -3.275, 3.132)  0.128
H (-5.128, -1.755, 0.419)  0.078
H (-0.494, 3.307, -2.732)  -0.004
C (0.669, -4.381, 1.250)  -0.217
C (-0.144, -5.476, 0.880)  -0.634
H (1.856, -3.627, -3.421)  0.049
O (-0.922, -1.724, -0.656)  -0.373
As (1.492, 1.832, -1.930)  1.210
C (-1.339, 1.216, 2.645)  -0.512
C (2.129, -2.104, 1.748)  -0.236
C (4.881, 0.239, 0.900)  -0.012
H (-1.220, -1.695, -3.020)  0.015
H (7.384, 2.869, -2.569)  0.027
C (3.700, 2.195, 1.894)  -0.010
H (6.626, 0.294, -5.450)  0.019
H (-1.865, 2.407, -0.975)  0.026
H (3.738, 1.288, -5.949)  0.058
C (0.495, 3.490, -2.330)  -0.241
H (-1.788, -6.178, -0.277)  0.092
C (-2.642, -3.686, 3.155)  -0.033
H (4.079, 0.609, -2.293)  0.026
C (3.295, 0.340, -5.642)  -0.068
O (-0.919, 0.601, -1.649)  -0.477
H (-2.444, 2.427, -3.057)  0.074
C (-4.683, -1.177, 1.230)  -0.015
H (-3.884, 3.862, 1.781)  0.128
C (-2.487, 3.011, -0.326)  -0.023
C (2.427, -3.272, 2.422)  -0.022
C (-3.186, -0.075, -2.112)  -0.045
H (-2.979, -0.775, -1.309)  0.025
H (1.282, -4.050, -1.805)  0.038
C (3.058, 2.947, -1.418)  -0.268
H (1.111, 1.350, -4.412)  0.072
C (-2.048, 1.789, 3.681)  -0.102
H (2.392, 0.179, -6.230)  0.093
C (1.715, -4.427, 2.181)  0.003
N (-2.323, -1.257, 1.833)  0.063
C (4.315, 0.512, -3.357)  -0.362
C (2.031, 1.498, -3.839)  -0.301
H (-5.446, -1.065, 2.002)  0.096
N (2.460, 0.561, 0.672)  -0.054
C (2.553, 2.937, 2.094)  -0.042
H (0.398, 4.061, -1.405)  0.034
I (0.200, -7.393, 1.684)  0.992
C (-1.488, -4.072, -0.540)  -0.607
H (-1.957, -0.963, -4.439)  0.108
W (0.092, -0.198, -0.252)  1.438

As for the spin multiplicity: 3. Its LUMO energy (spin up / spin down) is -0.251 / -0.263 hartree. The calculation puts the energy relative to the best compared isomer or geometry (same formula, charge and spin) at 3.113 eV. Its total charge is +2. The orbital gap (spin up / spin down) comes out at 5.32 / 5.42 eV.